Record 1
9
Properties=species:S:1:pos:R:3 method="wB97M-V/def2-TZVPD" mol_weight_g_mol=113.04 smiles="O=C/C(F)=N/F.F" total_energy_ha=-506.88583 de_lowest_kcal_mol=93.02 gap_ev=10.52 homo_ha=-0.42622 charge=0
F -2.9798 1.3726 -0.2970
F -2.5953 -1.2765 0.2574
F 0.9298 2.4340 -0.2319
O 0.7246 -0.3615 -0.0828
N -1.7434 0.8347 -0.3069
C -0.2846 -1.0101 -0.1213
C -1.6197 -0.3848 0.0151
H -0.3422 -2.1273 -0.0517
H 1.4591 1.6298 0.0495

=====

Record 2
9
Properties=species:S:1:pos:R:3 method="wB97M-V/def2-TZVPD" mol_weight_g_mol=139.82 spin_multiplicity=6 total_energy_ha=-1598.69983 de_lowest_kcal_mol=0.00 gap_ev="7.79 / 9.41" homo_ha="-0.43859 / -0.55158" charge=+1 s2=8.75
Fe -1.8557 1.5854 0.8523
F 1.6809 -2.1320 -0.0603
O -0.5430 0.5992 -0.0303
O 1.3954 -0.5161 -1.4925
C -0.3609 -0.7385 0.0808
C 0.9135 -1.1658 -0.5861
Li 0.6753 1.3064 -1.3416
H -1.2248 -1.3643 -0.2124
H 0.0305 -1.3318 1.0282

=====

Record 3
7
Properties=species:S:1:pos:R:3 method="wB97M-V/def2-TZVPD" mol_weight_g_mol=187.94 smiles="F/C=C/OI" total_energy_ha=-550.11586 de_lowest_kcal_mol=36.24 gap_ev=7.29 homo_ha=-0.33150 charge=0
I 2.7712 -0.1042 -0.3557
F -1.9879 -0.6303 -0.5821
O 1.1465 0.6297 0.7480
C -0.7355 -0.1652 -0.5241
C -0.1430 0.1412 0.6570
H -0.3935 0.0205 -1.5170
H -0.6578 0.1083 1.5739

=====

Record 4
7
Properties=species:S:1:pos:R:3 method="wB97M-V/def2-TZVPD" mol_weight_g_mol=204.01 smiles="FC(=S)CI" total_energy_ha=-873.11775 de_lowest_kcal_mol=2.55 gap_ev=8.88 homo_ha=-0.36108 charge=0
I -2.4460 0.3178 -0.4724
S 1.0874 2.5470 -0.9180
F -0.1483 2.3395 1.3502
C -0.3596 0.2998 0.1591
C 0.2114 1.7445 0.1219
H 0.2597 -0.1603 -0.6256
H -0.4382 -0.0392 1.1001

=====

Record 5
7
Properties=species:S:1:pos:R:3 method="wB97M-V/def2-TZVPD" mol_weight_g_mol=204.01 smiles="FC(=S)CI" total_energy_ha=-873.11362 de_lowest_kcal_mol=5.14 gap_ev=8.83 homo_ha=-0.36154 charge=0
I 1.4294 1.3262 -1.1098
S 0.7956 -2.1245 0.2194
F -0.0157 -0.3169 1.8896
C 0.1060 -0.7171 0.4753
C -0.3728 0.4229 -0.3889
H -0.9419 0.2140 -1.3287
H -1.0006 1.1955 0.2431

=====

Record 6
7
Properties=species:S:1:pos:R:3 method="wB97M-V/def2-TZVPD" mol_weight_g_mol=204.01 total_energy_ha=-872.96326 de_lowest_kcal_mol=99.49 gap_ev="7.44 / 7.44" homo_ha="-0.31342 / -0.31340" charge=0
I 0.1959 2.7947 -0.6553
S 0.2351 2.4131 1.9273
F -0.9202 0.0672 2.1176
C -0.8061 0.8877 -0.0714
C -0.5617 0.9029 1.2545
H -0.9661 2.6849 -2.2292
H -1.1470 -0.1665 -0.3052

=====

Record 7
7
Properties=species:S:1:pos:R:3 method="wB97M-V/def2-TZVPD" mol_weight_g_mol=100.13 total_energy_ha=-852.30324 de_lowest_kcal_mol=51.10 gap_ev="5.13 / 5.17" homo_ha="-0.22188 / -0.22250" charge=0
K 2.5370 0.2855 0.2072
F -1.1870 1.6244 -0.1969
O 0.4639 0.3502 -1.1347
C -0.1716 0.6831 -0.0405
C -0.4913 -0.6178 0.3264
H 0.2337 -1.2110 0.8888
H -1.3848 -1.1145 -0.0503

=====

Record 8
9
Properties=species:S:1:pos:R:3 method="wB97M-V/def2-TZVPD" mol_weight_g_mol=138.91 spin_multiplicity=6 total_energy_ha=-1485.53751 gap_ev="8.63 / 8.57" homo_ha="-0.70815 / -0.70842" charge=+2 s2=9.06
Mn 1.7303 1.2828 0.1155
F -0.2947 1.1451 0.3573
O -0.8279 -1.0068 -0.0150
O 2.1624 -0.4796 -0.2073
C -1.1899 0.1229 -0.0609
C -2.4352 0.7152 -0.3734
Li 0.9857 -1.8351 0.1765
H -3.1834 0.8197 0.4291
H 3.0526 -0.7642 -0.4218